A cluster of 6 separate species, C22H45BFO18 in total at a distorted geometry, computed with ωB97M-V/def2-TZVPD.

Values from the calculation:
HOMO-LUMO gap, eV: 5.776
Charge: -1
Calculated total energy, eV: -63791.600
LUMO level, Eh: 0.0581
Maximum force, eV/Å: 3.8

Bonds (Å) are listed after each position.
Atoms and positions in Å:
1 C -1.09 0.90 4.56  C2 1.647, H13 1.189, H14 1.171, H15 1.177
2 C -0.05 0.51 5.77  C1 1.647, C3 1.643, H16 1.171, H17 1.189
3 C 1.44 1.19 5.60  C2 1.643, F4 1.510, C5 1.639, H18 1.194
4 F 1.61 1.92 4.29  C3 1.510
5 C 1.89 2.06 6.90  C3 1.639, C6 1.639, O12 1.471, H19 1.170
6 C 0.93 3.25 7.48  C5 1.639, O7 1.496, H20 1.170, H21 1.170
7 O 1.06 3.08 8.96  C6 1.496, B8 1.476
8 B 1.04 1.62 9.19  O7 1.476, C9 1.644, O12 1.476, H22 1.176
9 C 1.84 0.97 10.47  B8 1.644, C10 1.639, H23 1.171, H24 1.190
10 C 2.89 -0.24 10.10  C9 1.639, O11 1.484, H25 1.192, H26 1.194
11 O 4.22 0.26 9.68  C10 1.484, H27 1.004
12 O 1.75 1.10 8.00  C5 1.471, B8 1.476
13 H -2.17 0.54 4.91  C1 1.189
14 H -0.82 0.32 3.58  C1 1.171
15 H -1.10 2.07 4.44  C1 1.177
16 H -0.56 0.76 6.79  C2 1.171
17 H 0.08 -0.68 5.75  C2 1.189
18 H 2.21 0.27 5.52  C3 1.194
19 H 2.98 2.50 6.83  C5 1.170
20 H -0.23 3.22 7.32  C6 1.170
21 H 1.52 4.24 7.30  C6 1.170
22 H -0.09 1.33 9.08  B8 1.176
23 H 2.41 1.77 11.12  C9 1.171
24 H 1.01 0.50 11.17  C9 1.190
25 H 2.45 -1.04 9.34  C10 1.192
26 H 3.08 -0.84 11.11  C10 1.194
27 H 4.21 0.59 8.73  O11 1.004
28 C -5.59 0.20 0.78  O29 1.426, H34 1.093, H35 1.095, H36 1.095
29 O -4.77 0.52 -0.34  C28 1.426, C30 1.357
30 C -3.46 0.23 -0.18  O29 1.357, O31 1.221, O32 1.357
31 O -2.95 -0.27 0.81  C30 1.221
32 O -2.80 0.58 -1.32  C30 1.357, C33 1.426
33 C -1.40 0.33 -1.29  O32 1.426, H37 1.095, H38 1.095, H39 1.093
34 H -6.62 0.47 0.54  C28 1.093
35 H -5.56 -0.88 0.98  C28 1.095
36 H -5.27 0.76 1.66  C28 1.095
37 H -1.20 -0.74 -1.17  C33 1.095
38 H -0.92 0.90 -0.49  C33 1.095
39 H -0.98 0.65 -2.25  C33 1.093
40 C 1.71 -1.83 1.42  O41 1.426, H46 1.093, H47 1.095, H48 1.095
41 O 2.39 -2.74 0.55  C40 1.426, C42 1.357
42 C 2.53 -2.30 -0.72  O41 1.357, O43 1.221, O44 1.357
43 O 2.14 -1.23 -1.16  C42 1.221
44 O 3.19 -3.25 -1.43  C42 1.357, C45 1.426
45 C 3.41 -2.92 -2.80  O44 1.426, H49 1.095, H50 1.095, H51 1.093
46 H 1.65 -2.29 2.41  C40 1.093
47 H 2.26 -0.89 1.50  C40 1.095
48 H 0.69 -1.65 1.06  C40 1.095
49 H 4.03 -2.03 -2.88  C45 1.095
50 H 2.46 -2.78 -3.32  C45 1.095
51 H 3.94 -3.76 -3.26  C45 1.093
52 C 1.48 0.36 -7.97  O53 1.426, H58 1.093, H59 1.095, H60 1.095
53 O 2.23 -0.07 -6.83  C52 1.426, C54 1.357
54 C 1.86 0.53 -5.67  O53 1.357, O55 1.221, O56 1.357
55 O 0.99 1.37 -5.54  C54 1.221
56 O 2.65 0.04 -4.68  C54 1.357, C57 1.426
57 C 2.37 0.58 -3.39  O56 1.426, H61 1.095, H62 1.095, H63 1.093
58 H 1.86 -0.18 -8.84  C52 1.093
59 H 0.42 0.12 -7.85  C52 1.095
60 H 1.62 1.43 -8.14  C52 1.095
61 H 1.35 0.35 -3.08  C57 1.095
62 H 2.55 1.66 -3.38  C57 1.095
63 H 3.06 0.11 -2.67  C57 1.093
64 C -3.21 3.43 -2.41  O65 1.426, H70 1.093, H71 1.095, H72 1.095
65 O -4.30 4.34 -2.42  C64 1.426, C66 1.357
66 C -5.37 3.93 -3.15  O65 1.357, O67 1.221, O68 1.357
67 O -5.45 2.88 -3.77  C66 1.221
68 O -6.33 4.89 -3.08  C66 1.357, C69 1.426
69 C -7.52 4.59 -3.81  O68 1.426, H73 1.095, H74 1.095, H75 1.093
70 H -2.42 3.86 -1.80  C64 1.093
71 H -3.51 2.47 -1.96  C64 1.095
72 H -2.82 3.27 -3.42  C64 1.095
73 H -7.99 3.68 -3.42  C69 1.095
74 H -7.30 4.48 -4.88  C69 1.095
75 H -8.21 5.42 -3.69  C69 1.093
76 C 0.38 -3.39 -6.33  O77 1.426, H82 1.093, H83 1.095, H84 1.095
77 O 0.97 -4.68 -6.21  C76 1.426, C78 1.357
78 C 1.71 -5.06 -7.28  O77 1.357, O79 1.221, O80 1.357
79 O 1.91 -4.40 -8.29  C78 1.221
80 O 2.21 -6.30 -7.03  C78 1.357, C81 1.426
81 C 3.02 -6.83 -8.08  O80 1.426, H85 1.095, H86 1.095, H87 1.093
82 H -0.19 -3.19 -5.42  C76 1.093
83 H 1.16 -2.62 -6.43  C76 1.095
84 H -0.30 -3.35 -7.19  C76 1.095
85 H 3.90 -6.20 -8.24  C81 1.095
86 H 2.44 -6.94 -9.00  C81 1.095
87 H 3.36 -7.83 -7.77  C81 1.093

These are the Löwdin partial charges, in e, on atoms 1 to 2: atom 1 (C): -0.14, atom 2 (C): -0.18

=====

A cluster of 2 separate species, C7H11N in total at a distorted geometry, computed with ωB97M-V/def2-TZVPD.

Values from the calculation:
HOMO-LUMO gap, eV: 9.538
Structure (SMILES): c1ccccc1.CN
Calculated total energy, eV: -8924.942
Relative energy (zero: lowest compared OMol25 entry of this formula, charge and spin), eV: 2.787
LUMO level, Eh: 0.0325
Maximum force, eV/Å: 5.4

Bonds (Å) are listed after each position.
Atoms and positions in Å:
1 C 0.31 1.50 0.76  C2 1.370, C6 1.357, H7 1.030
2 C -0.60 2.03 -0.12  C1 1.370, C3 1.417, H8 1.033
3 C -0.50 1.57 -1.46  C2 1.417, C4 1.432, H9 1.179
4 C 0.34 0.46 -1.79  C3 1.432, C5 1.393, H10 1.057
5 C 1.20 -0.01 -0.81  C4 1.393, C6 1.352, H11 1.166
6 C 1.26 0.60 0.40  C1 1.357, C5 1.352, H12 1.087
7 H 0.24 1.89 1.71  C1 1.030
8 H -1.19 2.81 0.19  C2 1.033
9 H -0.97 2.27 -2.29  C3 1.179
10 H 0.29 0.07 -2.77  C4 1.057
11 H 2.18 -0.62 -1.00  C5 1.166
12 H 2.03 0.09 0.97  C6 1.087
13 C -0.40 -2.19 1.23  N14 1.454, H15 1.175, H16 1.178, H17 1.091
14 N -1.39 -1.24 0.75  C13 1.454, H18 1.151, H19 1.104
15 H -0.89 -3.19 1.60  C13 1.175
16 H 0.06 -2.68 0.27  C13 1.178
17 H 0.42 -1.83 1.86  C13 1.091
18 H -0.82 -0.25 0.85  N14 1.151
19 H -1.56 -1.28 -0.35  N14 1.104

These are the Löwdin partial charges, in e, on atoms 1 to 2: atom 1 (C): -0.14, atom 2 (C): -0.08

=====

Copy entry 2 word for word.
A cluster of 2 separate species, C7H11N in total at a distorted geometry, computed with ωB97M-V/def2-TZVPD.

Values from the calculation:
HOMO-LUMO gap, eV: 9.538
Structure (SMILES): c1ccccc1.CN
Calculated total energy, eV: -8924.942
Relative energy (zero: lowest compared OMol25 entry of this formula, charge and spin), eV: 2.787
LUMO level, Eh: 0.0325
Maximum force, eV/Å: 5.4

Bonds (Å) are listed after each position.
Atoms and positions in Å:
1 C 0.31 1.50 0.76  C2 1.370, C6 1.357, H7 1.030
2 C -0.60 2.03 -0.12  C1 1.370, C3 1.417, H8 1.033
3 C -0.50 1.57 -1.46  C2 1.417, C4 1.432, H9 1.179
4 C 0.34 0.46 -1.79  C3 1.432, C5 1.393, H10 1.057
5 C 1.20 -0.01 -0.81  C4 1.393, C6 1.352, H11 1.166
6 C 1.26 0.60 0.40  C1 1.357, C5 1.352, H12 1.087
7 H 0.24 1.89 1.71  C1 1.030
8 H -1.19 2.81 0.19  C2 1.033
9 H -0.97 2.27 -2.29  C3 1.179
10 H 0.29 0.07 -2.77  C4 1.057
11 H 2.18 -0.62 -1.00  C5 1.166
12 H 2.03 0.09 0.97  C6 1.087
13 C -0.40 -2.19 1.23  N14 1.454, H15 1.175, H16 1.178, H17 1.091
14 N -1.39 -1.24 0.75  C13 1.454, H18 1.151, H19 1.104
15 H -0.89 -3.19 1.60  C13 1.175
16 H 0.06 -2.68 0.27  C13 1.178
17 H 0.42 -1.83 1.86  C13 1.091
18 H -0.82 -0.25 0.85  N14 1.151
19 H -1.56 -1.28 -0.35  N14 1.104

These are the Löwdin partial charges, in e, on atoms 1 to 2: atom 1 (C): -0.14, atom 2 (C): -0.08